1.
17
Properties=species:S:1:pos:R:3:forces:R:3 method="wB97M-V/def2-TZVPD" homo_lumo_gap_ev=9.153 total_charge=+1 lumo_energy_ev=-4.083
C 2.207 0.533 0.864 0.7 0.9 0.3
C 2.680 1.544 1.650 -3.8 -1.6 0.1
C 0.388 0.937 2.158 1.6 0.4 -0.7
C -1.141 0.635 -0.488 3.3 -0.7 0.9
C -2.060 -0.066 -1.346 -0.7 0.7 0.3
C 0.137 -0.755 0.411 -2.6 3.5 1.0
N 0.916 0.216 1.152 -1.4 0.1 1.6
O -0.845 1.739 -0.205 -0.8 -1.0 -0.2
S 1.475 2.094 2.776 -0.1 -1.2 -1.0
H 2.712 -0.017 0.081 0.1 0.1 0.2
H 3.600 1.909 1.771 3.5 1.4 -0.1
H -0.603 0.823 2.526 -0.6 -0.2 0.0
H -1.701 -0.450 -2.236 2.1 -0.8 -1.7
H -2.355 -0.933 -0.838 -1.1 -1.1 0.8
H -2.817 0.526 -1.787 -1.4 0.9 0.5
H 0.807 -1.173 -0.255 0.7 -1.4 -1.5
H -0.461 -1.371 1.097 0.4 0.0 -0.6

***

2.
16
Properties=species:S:1:pos:R:3:forces:R:3 method="wB97M-V/def2-TZVPD" homo_lumo_gap_ev="6.582 / 6.548" total_charge=-1 lumo_energy_ev="3.679 / 3.668"
C -1.184 0.842 -0.430 0.6 1.1 -0.1
C 0.140 0.900 -0.654 -1.9 -3.1 1.7
C 0.043 -1.512 0.519 0.9 2.0 -1.9
C -1.175 -1.243 0.813 -2.9 -0.1 0.1
C 0.948 1.898 -1.329 -0.8 2.8 -0.3
C 1.427 -1.658 0.819 0.3 -1.5 0.8
N -1.891 -0.233 0.173 -0.4 1.0 0.4
S -2.124 -2.319 1.826 0.2 -0.1 0.3
H -1.927 1.679 -0.574 0.7 -0.4 -0.3
H 1.863 2.285 -0.804 -0.9 -0.4 0.0
H 1.361 1.542 -2.287 -0.5 0.3 0.0
H 0.200 2.869 -1.462 1.9 -1.8 -0.3
H 1.657 -0.874 1.521 0.8 0.4 0.1
H 1.525 -2.643 1.415 0.4 1.0 -1.2
H 1.941 -1.551 -0.157 0.4 -0.6 1.1
H -2.804 0.017 0.610 1.3 -0.7 -0.5

***

3.
16
Properties=species:S:1:pos:R:3:forces:R:3 method="wB97M-V/def2-TZVPD" homo_lumo_gap_ev=9.314 lumo_energy_ev=0.819
O -2.597 -0.158 -0.454 -0.3 -0.1 0.8
C -1.653 0.056 0.499 1.1 3.4 3.0
C -0.499 0.963 -0.188 1.4 -1.2 2.0
C 0.884 1.428 0.040 0.3 5.7 -0.5
C 1.940 0.663 -0.195 1.0 -1.9 -1.1
C 1.783 -0.990 -0.071 3.2 2.0 -0.1
O 0.455 -1.363 -0.098 -0.7 -0.1 0.3
C -0.196 -0.304 0.548 -4.2 -3.4 -2.3
H -2.221 -0.899 -0.874 -0.1 -1.7 -1.6
H -2.042 0.482 1.467 0.1 -0.9 -1.1
H -0.785 0.856 -1.201 0.2 -0.2 -1.1
H 0.999 2.582 0.173 0.4 -1.8 -0.4
H 2.918 1.114 -0.580 -1.3 -0.9 1.4
H 2.315 -1.559 -0.990 -0.8 1.2 2.7
H 2.282 -1.079 1.090 -1.0 -0.6 -3.2
H 0.125 -0.227 1.538 0.7 0.6 1.5

***

4.
16
Properties=species:S:1:pos:R:3:forces:R:3 method="wB97M-V/def2-TZVPD" homo_lumo_gap_ev=9.608 lumo_energy_ev=0.905
C 0.511 0.141 0.769 -3.1 5.8 -4.0
C 1.831 -0.174 0.636 7.1 -3.8 2.6
C 0.786 -0.971 -0.098 3.7 -1.0 -3.4
C -1.121 -0.650 -0.668 -1.6 1.0 -3.8
C -0.555 0.824 -0.244 -0.8 -1.5 2.3
C -1.116 2.002 -0.585 -1.0 -1.6 0.5
H -0.050 -1.263 1.796 -0.6 -6.5 -0.4
H 2.575 0.093 -0.085 -0.2 0.8 -0.4
H 2.419 -0.654 1.510 -1.3 1.4 -0.9
H 1.042 -0.699 -1.140 -0.5 -0.3 0.3
H -2.227 -0.854 -0.436 1.5 0.4 -0.9
H -0.677 -0.701 -1.911 -2.4 0.1 3.2
H -2.127 1.986 -1.043 0.9 -0.4 -0.4
H -0.922 3.006 -0.264 1.0 0.1 0.4
O 0.000 -0.395 1.836 -2.0 6.5 5.0
O -0.369 -1.691 -0.073 -0.7 -1.0 0.0

***

5.
16
Properties=species:S:1:pos:R:3:forces:R:3 method="wB97M-V/def2-TZVPD" homo_lumo_gap_ev=10.627 lumo_energy_ev=1.021
C -1.000 0.610 -0.064 -2.5 0.5 -2.1
C -0.428 -0.271 1.018 -1.2 -0.8 -0.2
C -0.488 -0.540 -0.954 -0.4 -0.5 0.0
C 0.989 -0.416 -0.779 0.5 -0.2 -0.1
C 1.490 0.809 -0.061 2.8 3.4 -1.7
C 1.040 -0.260 0.743 -1.5 -1.7 1.0
H -2.601 -0.296 0.440 0.0 3.2 -2.5
H -0.720 1.653 -0.251 0.0 -0.6 0.2
H -0.905 -0.183 2.008 0.6 -0.5 -0.2
H -0.928 -0.908 -1.905 0.3 0.8 0.6
H 1.664 -1.121 -1.251 0.0 0.2 0.1
H 0.959 1.811 -0.151 1.2 -1.7 0.3
H 2.605 0.921 -0.038 -1.1 0.0 -0.3
H 1.664 -0.964 1.221 0.7 -0.2 0.9
O -2.431 0.622 -0.126 0.0 -3.4 3.2
O -0.911 -1.466 0.151 0.6 1.4 0.9

***

6.
16
Properties=species:S:1:pos:R:3:forces:R:3 method="wB97M-V/def2-TZVPD" homo_lumo_gap_ev=8.783 lumo_energy_ev=0.012
O 2.087 -0.626 -0.344 -6.6 -0.8 2.8
C 0.862 -1.039 0.046 10.2 -6.3 -4.4
C -0.209 -0.590 0.744 -4.8 1.1 2.0
C 0.181 0.799 1.258 0.5 -0.2 -1.8
C 0.152 1.569 -0.183 5.9 2.3 1.8
O -0.234 0.639 -1.130 -1.7 0.3 -2.0
C -1.259 0.078 -0.379 2.9 4.2 -3.3
C -1.581 -1.126 -0.007 -2.8 -5.2 4.3
H 0.891 -2.335 -0.098 -0.7 3.3 0.0
H 1.178 0.464 1.588 -0.1 1.6 0.1
H -0.366 1.363 1.981 -0.5 -0.2 0.6
H 1.265 2.117 -0.313 -2.6 -2.1 -0.4
H -0.437 2.430 -0.268 -1.6 1.1 0.6
H -2.065 0.668 -0.115 -0.5 2.9 0.7
H -2.481 -0.917 0.719 1.5 -1.4 -1.5
H -1.686 -2.032 -0.577 1.0 -0.6 0.3

***

Taking the records one at a time from the top gives energy above the lowest of the compared OMol25 structures with the same formula, charge and spin values of 41.7 113.8 148.2 191.9 92.6 203.1 kcal/mol.
Taking the records one at a time from the top gives E values of -761.28874 -686.21178 -383.67391 -383.60425 -383.76252 -383.58653 Ha.